This record from OMol25 describes C2H8ClN4O2V as an isolated structure. The level of theory is ωB97M-V/def2-TZVPD.

Values from the calculation:
- Electronic energy: -50467.895 eV
- HOMO (spin up / spin down): -8.23 / -9.36 eV
- LUMO energy (spin up / spin down): -0.074 / -0.058 Eh

```
! wB97M-V def2-TZVPD RIJCOSX def2/J DEFGRID3
* xyz 0 5
N 2.939 -0.560 -0.195
Cl -1.575 2.802 -0.542
H -1.246 -2.418 -0.265
N -1.441 0.062 1.375
H 1.523 1.326 0.085
N -1.224 -1.417 -0.135
O 1.899 -0.841 -2.105
H -1.027 -0.837 -0.938
H 3.501 -1.393 -0.300
N 1.389 0.851 -0.796
H -1.692 0.505 2.247
O -1.749 -2.075 1.881
C 2.044 -0.242 -1.093
H 2.998 0.042 0.613
C -1.506 -1.221 1.091
V -4.089 3.548 -0.275
H 0.552 1.126 -1.290
H -1.297 0.744 0.644
*
```